(1)
The following is a DFT calculation (the ωB97M-V functional and the def2-TZVPD basis) of a 3-piece molecular cluster, C25H42BrClN4O overall in a non-equilibrium geometry.

Structure (ORCA input):
```
! wB97M-V def2-TZVPD RIJCOSX def2/J DEFGRID3
* xyz 0 1
C 5.7540 4.5982 -1.6187
C 4.8393 3.6520 -2.4075
C 5.2839 2.1833 -2.4684
Cl 6.6656 1.7748 -1.3830
C 4.1679 1.1937 -2.1844
C 4.4629 -0.1977 -2.1147
N 3.5732 -1.1192 -1.9035
C 2.2899 -0.6583 -1.7293
C 1.2476 -1.5800 -1.5211
C -0.0345 -1.1749 -1.3578
C -0.3329 0.1990 -1.3796
C 0.6560 1.1369 -1.5764
C 0.2925 2.5980 -1.6216
C 1.1062 3.4758 -0.7233
O 1.7035 3.1700 0.2275
Br 1.0207 5.3839 -1.2313
C 1.9855 0.7053 -1.7748
N 2.9573 1.6378 -2.0421
H 5.7650 4.3513 -0.5678
H 6.7580 4.5769 -2.0297
H 5.3739 5.6040 -1.7677
H 3.8507 3.7389 -1.9761
H 4.7900 4.0291 -3.4245
H 5.6475 1.9805 -3.4701
H 5.4845 -0.5120 -2.2629
H 1.4897 -2.6306 -1.5106
H -0.7953 -1.9252 -1.2222
H -1.3528 0.5178 -1.2353
H 0.3002 2.9748 -2.6385
H -0.7322 2.7119 -1.2735
C -1.1362 -6.8228 -3.1063
C -0.5049 -6.9896 -1.7321
N -0.8421 -5.9195 -0.8121
C -0.0350 -5.9211 0.3960
C -0.1466 -7.1202 1.3467
C -2.2627 -5.6822 -0.6194
C -3.1241 -6.8408 -0.0991
H -0.8768 -5.8555 -3.5388
H -0.7710 -7.6030 -3.7750
H -2.2230 -6.9067 -3.0737
H 0.5812 -6.9875 -1.8569
H -0.7705 -7.9842 -1.3405
H -0.2454 -5.0014 0.9486
H 1.0130 -5.8405 0.0888
H -1.0712 -7.1030 1.9221
H 0.6772 -7.0919 2.0624
H -0.0858 -8.0705 0.8162
H -2.6807 -5.3498 -1.5730
H -2.3754 -4.8236 0.0477
H -2.8907 -7.7832 -0.5960
H -4.1787 -6.6282 -0.2857
H -3.0129 -6.9854 0.9744
C -3.4833 3.3099 5.1397
C -2.3217 3.7388 4.2558
N -2.5263 3.4340 2.8525
C -1.3231 3.5887 2.0528
C -0.7164 4.9895 1.9032
C -3.7480 3.9570 2.2673
C -3.9809 5.4735 2.3152
H -3.6995 2.2486 5.0103
H -3.2301 3.4801 6.1868
H -4.3917 3.8758 4.9300
H -1.4293 3.1996 4.5838
H -2.1201 4.8074 4.4319
H -1.5260 3.1832 1.0553
H -0.5596 2.9313 2.4809
H -1.2931 5.6132 1.2217
H 0.2863 4.9022 1.4874
H -0.6302 5.5057 2.8599
H -4.5925 3.4677 2.7590
H -3.7980 3.6188 1.2289
H -3.7335 5.8973 3.2892
H -5.0342 5.6903 2.1250
H -3.4042 6.0022 1.5580
*
```

Calculated values
**LUMO level**: -0.01243 Eh
**HOMO energy**: -0.29789 Eh
**Frontier orbital gap**: 7.77 eV
**Structure (SMILES)**: CC[C@@H](Cl)c1cnc2cccc(CC(=O)Br)c2n1.CCN(CC)CC.CCN(CC)CC
**Strongest force on any atom**: 1.3 eV/A

(2)
The following is a DFT calculation (the ωB97M-V functional and the def2-TZVPD basis) of a 2-piece molecular cluster, C25H42Cl2F7INOPS overall in a non-equilibrium geometry.

Structure (ORCA input):
```
! wB97M-V def2-TZVPD RIJCOSX def2/J DEFGRID3
* xyz 0 1
C 2.3697 0.2953 1.4450
C 2.0763 1.3412 0.9754
C 1.5009 2.5162 0.3089
C 0.0412 2.3429 -0.2193
C -0.5702 3.7476 -0.1877
C -0.9152 1.4052 0.5761
C -0.7802 1.4283 2.1193
C -0.8100 2.7338 2.9019
C -1.1424 2.4757 4.3600
F 0.4256 3.3881 2.8407
C -1.0187 -0.1233 0.1727
C -2.4712 -0.5041 0.5262
C -2.8140 -1.7650 1.3479
C -1.7373 -2.3261 2.2626
I -3.8652 -3.2884 0.2049
C -0.5385 -0.4694 -1.2845
C -1.3373 -1.5967 -2.0001
C -0.6967 -2.9895 -2.0527
C -0.3698 -3.6679 -0.7142
S 1.1818 -4.6517 -0.8122
C 0.9650 -0.7813 -1.3511
C 1.5840 -0.7674 -2.7668
C 2.7312 -1.7599 -2.9525
C 3.7523 -1.7487 -1.8093
O 5.0918 -1.8466 -2.2864
C -0.8137 0.7768 -2.1246
N 0.0954 1.9120 -1.7356
C 0.1870 2.9834 -2.7354
Cl 1.8135 3.4306 -3.0372
C -0.8388 3.5129 -3.4129
C -2.2958 3.1703 -3.2645
Cl -0.5396 4.7079 -4.5969
H 2.6954 -0.6019 1.9439
H 1.5230 3.3783 0.9712
H 2.1842 2.7755 -0.5029
H -1.4843 3.8194 -0.7727
H 0.1504 4.5092 -0.4928
H -0.8341 3.9837 0.8339
H -1.9163 1.8051 0.3676
H -1.6082 0.8536 2.5384
H 0.1072 0.8765 2.4353
H -1.5902 3.4055 2.5266
H -0.9173 3.3752 4.9359
H -2.1969 2.2368 4.4832
H -0.5171 1.6795 4.7638
H -0.3045 -0.6055 0.8456
H -2.8862 0.3046 1.1301
H -3.0999 -0.4881 -0.3673
H -3.6349 -1.4795 2.0020
H -1.6448 -1.6688 3.1309
H -2.0442 -3.2917 2.6593
H -0.7505 -2.4095 1.8253
H -2.3654 -1.6887 -1.6611
H -1.4341 -1.3133 -3.0551
H -1.4205 -3.6280 -2.5688
H 0.1887 -3.0066 -2.6867
H -0.1812 -2.9315 0.0560
H -1.1320 -4.3746 -0.4124
H 1.8449 -4.0703 0.1897
H 1.4541 0.0144 -0.8071
H 1.2356 -1.6764 -0.7975
H 1.9818 0.2258 -3.0167
H 0.8221 -0.9775 -3.5238
H 3.2885 -1.4950 -3.8538
H 2.3451 -2.7705 -3.0983
H 3.5532 -2.5644 -1.1101
H 3.7060 -0.8068 -1.2585
H 5.2946 -2.7719 -2.4455
H -0.6365 0.6056 -3.1845
H -1.8598 1.0437 -1.9856
H 1.0246 1.4861 -1.8004
H -2.5914 2.9382 -2.2459
H -2.5277 2.3012 -3.8861
H -2.9000 3.9859 -3.6527
F 2.5843 -1.5724 3.5920
P 1.2672 -2.1119 4.4758
F 2.0579 -3.5392 4.2860
F 0.0515 -2.8368 3.6062
F 0.5343 -0.7553 3.8059
F 1.8063 -1.0587 5.6120
F 0.5637 -2.8159 5.7790
*
```

Calculated values
**LUMO level**: -0.02129 Eh
**HOMO energy**: -0.33346 Eh
**Frontier orbital gap**: 8.49 eV
**Strongest force on any atom**: 2.0 eV/A

(3)
The following is a DFT calculation (the ωB97M-V functional and the def2-TZVPD basis) of C25H42Cl2O2P2Pd as an isolated structure in a non-equilibrium geometry.

Structure (ORCA input):
```
! wB97M-V def2-TZVPD RIJCOSX def2/J DEFGRID3
* xyz 2 5
Pd -0.6022 -1.6603 -3.9731
C -0.6195 -2.2515 3.0643
C 0.6778 -2.6515 2.6361
C 0.9083 -0.7282 3.8841
C -0.4775 -1.0461 3.8141
C 1.6194 -1.7095 3.1419
C -1.8706 -3.0002 2.8395
H -1.8283 -3.5747 1.9070
H -2.7334 -2.3255 2.7978
H -2.0539 -3.7156 3.6572
C -1.5660 -0.2715 4.4412
H -2.5350 -0.5045 3.9859
H -1.3771 0.8097 4.3498
H -1.6327 -0.5059 5.5153
C 1.4888 0.3716 4.6646
H 1.4319 0.1551 5.7418
H 0.9410 1.3143 4.4857
H 2.5389 0.5134 4.3981
C 3.0886 -1.7740 2.9950
H 3.5614 -2.2181 3.8849
H 3.5061 -0.7660 2.8699
H 3.3736 -2.3810 2.1294
C 0.9910 -3.8671 1.8563
H 1.1070 -4.7425 2.5148
H 1.9268 -3.7517 1.2942
H 0.1900 -4.1004 1.1426
C -1.6157 -0.1383 -4.6478
C -0.9171 -0.8124 -5.7115
C 0.4252 -0.3438 -6.2344
C 1.5787 -0.5206 -5.2105
C 1.1215 -0.7833 -3.7405
C 0.9898 0.5333 -3.0096
C 0.1742 1.5932 -3.7476
C -1.2516 1.2795 -4.2368
H 0.3766 0.6854 -6.6127
H 2.2368 0.3534 -5.2513
H 0.6504 -0.9700 -7.1087
H -1.4332 1.9318 -5.1062
H -2.6866 -0.3736 -4.5589
H -1.5243 -1.4075 -6.4054
H -1.9836 1.5869 -3.4792
H 0.1030 2.4982 -3.1184
H 2.0253 0.9473 -2.9984
H 0.7544 1.9251 -4.6228
H 2.1727 -1.3934 -5.5059
H 1.8382 -1.4552 -3.2405
P -1.4560 0.3607 0.7240
C -3.0325 1.3022 0.8367
C -2.0957 -1.0944 -0.2205
P 1.0567 0.9452 -1.0427
C -0.6812 1.3366 -0.6664
C 1.5306 -0.6513 -0.3738
C 2.1896 2.1904 -0.4477
H -2.8645 2.2563 1.3561
H -3.7494 0.7067 1.4178
H -3.4309 1.4926 -0.1709
H -1.3212 -1.8741 -0.2614
H -2.3984 -0.8258 -1.2436
H -2.9597 -1.4929 0.3321
H 2.2716 3.0146 -1.1684
H 3.1801 1.7395 -0.2944
H 1.8114 2.5700 0.5118
H -0.6821 2.3955 -0.3431
H -1.2927 1.2150 -1.5791
H 1.1498 -0.7642 0.6504
H 2.6296 -0.6874 -0.3546
H 1.1497 -1.4582 -1.0191
Cl -0.3028 4.7217 0.7185
C -0.7397 4.3665 2.4034
Cl -2.4979 4.4196 2.6661
C -0.2167 2.9627 2.8774
O -0.1906 2.8925 4.1240
O 0.1210 2.0883 2.0246
H -0.2675 5.1171 3.0519
*
```

Calculated values
**LUMO level (alpha / beta)**: -0.17975 / -0.35172 Eh
**HOMO energy (alpha / beta)**: -0.42301 / -0.51960 Eh
**Frontier orbital gap (alpha / beta)**: 6.62 / 4.57 eV
**ΔE to the lowest compared entry with this formula, charge and spin**: 0.0 kcal per mole
**Expectation value of S²**: 6.014
**Strongest force on any atom**: 4.9 eV/A

(4)
The following is a DFT calculation (the ωB97M-V functional and the def2-TZVPD basis) of a 5-piece molecular cluster, C25H42FN3O9P overall in a non-equilibrium geometry.

Structure (ORCA input):
```
! wB97M-V def2-TZVPD RIJCOSX def2/J DEFGRID3
* xyz 1 1
O 0.3941 -4.2648 1.9538
C 0.6297 -3.0525 1.7122
N 0.7234 -1.7225 1.6021
C 0.0701 -1.4140 0.3058
C -1.3770 -0.7324 0.1682
C -2.2209 -0.3134 1.4721
P -2.9268 -1.7594 2.4684
O -4.1189 -1.1973 3.3129
O -3.5806 -3.0012 1.4952
O -1.7607 -2.2989 3.6135
N -1.8754 -0.5013 -1.1764
N -1.3484 -0.7908 -2.3681
C -0.0602 -1.3956 -2.3774
F 0.5178 -1.7097 -3.6606
C 0.8119 -1.7602 -1.0742
C 2.2795 -2.3981 -1.1147
C 3.3670 -1.0344 -1.1914
C 3.3876 -0.2529 -2.7042
O 2.7005 0.3220 -1.3380
H -3.1106 0.3442 1.1234
H -1.5043 0.2777 2.1782
H -4.3942 -3.3222 1.9734
H -1.1714 -1.5059 3.7778
H -2.8116 -0.0278 -1.2052
H 2.5121 -3.0383 -2.0374
H 2.5750 -2.9726 -0.1574
H 4.4218 -1.1320 -0.5921
H 2.5817 0.3940 -3.1809
H 2.8837 -1.2400 -3.1187
C -0.0605 -4.8042 -7.3951
C -0.2277 -3.4929 -6.6636
C 0.9526 -2.6923 -7.1761
O 1.2163 -3.1490 -8.5085
C 0.4654 -4.3490 -8.7410
H -0.9815 -5.3854 -7.4719
H 0.6915 -5.4189 -6.8882
H -1.1645 -3.0146 -6.9694
H -0.2347 -3.5936 -5.5762
H 1.8497 -2.8772 -6.5749
H 0.7567 -1.6171 -7.1881
H -0.3542 -4.1037 -9.4249
H 1.1042 -5.0965 -9.2170
C 5.9083 4.6055 -2.6597
C 7.1159 3.7026 -2.5694
C 6.5169 2.3435 -2.8695
O 5.4075 2.5634 -3.7511
C 5.1222 3.9688 -3.7875
H 6.1550 5.6518 -2.8501
H 5.3347 4.5526 -1.7278
H 7.8392 3.9719 -3.3464
H 7.6227 3.7413 -1.6031
H 6.1329 1.8685 -1.9600
H 7.2321 1.6652 -3.3415
H 5.4461 4.3508 -4.7616
H 4.0454 4.1284 -3.6910
C -4.1447 -1.1727 7.2415
C -4.3068 0.1417 7.9703
C -3.1255 0.9382 7.4531
O -2.8655 0.4771 6.1196
C -3.6213 -0.7234 5.8925
H -5.0674 -1.7516 7.1686
H -3.3931 -1.7879 7.7486
H -5.2431 0.6215 7.6655
H -4.3114 0.0440 9.0576
H -2.2279 0.7527 8.0526
H -3.3189 2.0139 7.4389
H -4.4395 -0.4785 5.2125
H -2.9870 -1.4727 5.4183
C -3.5419 3.7221 3.4111
C -2.3858 4.2327 4.2391
C -1.3097 3.2078 3.9463
O -1.5448 2.7268 2.6127
C -2.8372 3.1808 2.1840
H -4.2835 4.4869 3.1733
H -4.0470 2.9077 3.9418
H -2.0740 5.2168 3.8730
H -2.6120 4.3203 5.3032
H -1.3789 2.3532 4.6275
H -0.3026 3.6265 4.0134
H -2.6844 3.9658 1.4356
H -3.3817 2.3555 1.7175
*
```

Calculated values
**LUMO level**: -0.20790 Eh
**HOMO energy**: -0.40198 Eh
**Frontier orbital gap**: 5.28 eV
**Strongest force on any atom**: 9.2 eV/A

(5)
The following is a DFT calculation (the ωB97M-V functional and the def2-TZVPD basis) of C25H42N7O3S3Si3Ti as an isolated structure in a non-equilibrium geometry.

Structure (ORCA input):
```
! wB97M-V def2-TZVPD RIJCOSX def2/J DEFGRID3
* xyz 1 1
Ti -0.0229 -0.6062 0.3394
C 6.1133 -1.5198 0.4104
C 5.3067 -1.3075 1.6282
N 5.7380 -1.0091 2.8092
N 4.6414 -0.8582 3.5880
C 3.4997 -1.0411 2.8905
S 1.9480 -0.8329 3.4025
N 3.9296 -1.3653 1.6278
N 3.0899 -1.6901 0.5732
H 7.1609 -1.3689 0.6460
H 5.8194 -0.8048 -0.3609
H 5.9774 -2.5322 0.0286
H 4.7250 -0.6669 4.5741
H 3.3021 -1.0671 -0.2171
H 3.2452 -2.6582 0.2866
S 0.7203 -2.8940 -0.7758
C 1.1178 -1.6228 -1.7992
N 0.6525 -0.4140 -1.5040
C 1.1063 0.5397 -2.3874
C 0.8891 1.9135 -2.3130
C 1.4365 2.7370 -3.2769
C 2.1827 2.2089 -4.3273
C 2.4131 0.8482 -4.4135
C 1.8914 0.0249 -3.4324
S 2.1018 -1.7001 -3.2407
H 0.3033 2.3045 -1.4936
H 1.2848 3.8046 -3.2085
H 2.5950 2.8739 -5.0702
H 2.9976 0.4245 -5.2116
C -0.4276 -2.8240 2.3991
O -0.9435 -1.8677 1.4943
Si -2.5191 -1.9429 0.7698
C -2.6541 -3.6574 -0.0810
C -3.8790 -1.9830 2.1185
C -2.0596 -0.3933 -0.2457
Si -2.7301 1.2310 0.5648
C -4.5070 1.6542 0.0109
C -1.7497 2.8299 0.1124
C -2.8760 1.1619 2.4795
Si -2.5581 -0.5700 -2.1013
C -1.7868 -2.0121 -3.1042
C -2.2170 0.9998 -3.1444
C -4.4403 -0.9093 -2.1757
H -0.3995 -2.4029 3.4083
H 0.5925 -3.0956 2.0968
H -1.0490 -3.7204 2.4036
H -2.9230 -4.4324 0.6346
H -1.7225 -3.9638 -0.5512
H -3.4290 -3.6563 -0.8401
H -4.1375 -3.0038 2.3882
H -4.7878 -1.5214 1.7473
H -3.5979 -1.4709 3.0315
H -4.5529 1.9456 -1.0305
H -4.8836 2.4877 0.5941
H -5.1853 0.8232 0.1577
H -1.8733 3.1001 -0.9314
H -0.6842 2.7582 0.3195
H -2.1381 3.6645 0.6903
H -3.8323 0.7438 2.7737
H -2.8331 2.1626 2.9022
H -2.0869 0.5728 2.9380
H -0.7230 -1.8989 -3.2827
H -2.2625 -2.0305 -4.0816
H -1.9441 -2.9831 -2.6481
H -1.2586 0.9501 -3.6515
H -2.2399 1.9114 -2.5605
H -2.9810 1.0879 -3.9103
H -4.8043 -1.4366 -1.3011
H -4.6835 -1.5040 -3.0494
H -4.9995 0.0136 -2.2583
C 0.5009 2.8473 3.2824
N 1.3446 2.3915 2.2024
C 2.5133 3.0118 1.8613
C 3.2927 2.5528 0.8640
C 2.9248 1.3381 0.1548
O 3.6074 0.7763 -0.6946
N 1.7168 0.7879 0.5320
C 0.9865 1.2822 1.5057
O -0.1125 0.6784 1.7318
H 0.8866 3.7840 3.6734
H 0.4848 2.0952 4.0709
H -0.5183 2.9823 2.9205
H 2.7703 3.8801 2.4534
H 4.2035 3.0539 0.5837
*
```

Calculated values
**LUMO level**: -0.13151 Eh
**HOMO energy**: -0.39109 Eh
**Frontier orbital gap**: 7.06 eV
**ΔE to the lowest compared entry with this formula, charge and spin**: 10.7 kcal per mole
**Strongest force on any atom**: 2.4 eV/A

(6)
The following is a DFT calculation (the ωB97M-V functional and the def2-TZVPD basis) of C25H43BN6O3STa as an isolated structure in a non-equilibrium geometry.

Structure (ORCA input):
```
! wB97M-V def2-TZVPD RIJCOSX def2/J DEFGRID3
* xyz 3 1
Ta -0.4082 0.3875 0.1482
C 1.5113 5.0677 1.9561
C 0.7689 4.2199 0.9912
C 0.0520 4.6293 -0.1386
C -0.4354 3.5065 -0.7483
N -0.0548 2.3965 0.0050
N 0.7159 2.8885 1.0685
B 1.6350 1.9363 1.8783
N 2.3836 1.0200 0.8850
N 1.6515 0.2153 0.0348
C 2.5584 -0.5585 -0.6663
C 3.8247 -0.2096 -0.2686
C 3.6881 0.7861 0.7074
C 4.7521 1.4947 1.4612
C 2.0795 -1.5915 -1.6426
C 3.2664 -2.3034 -2.3015
C 1.2280 -2.5949 -0.8631
C 1.2267 -0.8999 -2.7048
N 0.7262 1.0374 2.7405
N -0.0778 0.0384 2.1674
C -0.5593 -0.7203 3.2333
C -0.0951 -0.1707 4.3989
C 0.7055 0.9213 4.0689
C 1.4497 1.8231 4.9839
C -1.4215 -1.9604 3.1692
C -2.8726 -1.5337 3.4467
C -1.2619 -2.6865 1.8364
C -0.9813 -2.9412 4.2723
C -1.2155 3.4026 -2.0312
C -1.0561 1.9878 -2.5700
C -2.6771 3.7707 -1.7465
C -0.6319 4.3903 -3.0595
H 1.1648 6.0956 1.8794
H 2.5776 5.0518 1.7270
H 1.3726 4.7255 2.9771
H -0.0672 5.6422 -0.4740
H 2.3890 2.5475 2.5427
H 4.7527 -0.6116 -0.6303
H 5.7289 1.1379 1.1438
H 4.6505 1.3193 2.5318
H 4.7028 2.5690 1.2844
H 3.8803 -2.8172 -1.5643
H 3.8939 -1.6044 -2.8502
H 2.9041 -3.0483 -3.0064
H 1.7722 -3.0540 -0.0388
H 0.8415 -3.3780 -1.5143
H 0.3357 -2.1074 -0.4271
H 1.7662 -0.1164 -3.2342
H 0.3294 -0.4321 -2.2599
H 0.8362 -1.6143 -3.4282
H -0.2755 -0.5325 5.3924
H 1.1029 1.6749 6.0034
H 1.3072 2.8668 4.7169
H 2.5165 1.6002 4.9507
H -3.1989 -0.7124 2.8076
H -2.9820 -1.1851 4.4720
H -3.5397 -2.3859 3.3199
H -1.5609 -2.0805 0.9784
H -1.8929 -3.5754 1.8089
H -0.2341 -3.0167 1.6828
H -1.1191 -2.5314 5.2680
H 0.0599 -3.2370 4.1562
H -1.5967 -3.8369 4.2103
H -1.4762 1.2571 -1.8531
H -0.0095 1.7534 -2.7827
H -1.6419 1.7965 -3.4682
H -3.1176 3.1711 -0.9542
H -3.2720 3.6468 -2.6484
H -2.7378 4.8154 -1.4482
H 0.4166 4.1874 -3.2706
H -0.7243 5.4170 -2.7148
H -1.1925 4.3096 -3.9894
C -4.0995 -1.3558 0.1907
S -3.0545 -0.0542 -0.3399
O -2.3728 0.6868 0.8131
O -3.6865 0.7294 -1.3199
O -1.6907 -0.7153 -0.8619
H -5.1004 -0.9242 0.1887
H -3.8031 -1.7143 1.1683
H -4.0215 -2.1346 -0.5671
*
```

Calculated values
**LUMO level**: -0.41782 Eh
**HOMO energy**: -0.67044 Eh
**Frontier orbital gap**: 6.87 eV
**ΔE to the lowest compared entry with this formula, charge and spin**: 0.0 kcal per mole
**Strongest force on any atom**: 1.9 eV/A